# 1
Below is a molecular structure, C6H13N3, with properties calculated with ωB97M-V/def2-TZVPD.

Geometry as XYZ:
```
22
Properties=species:S:1:pos:R:3:lowdin_charge:R:1
C 2.498 1.926 -0.790 -0.068
C 0.852 -0.046 -0.219 -0.555
C -1.462 -0.954 -0.304 -0.408
C -2.019 0.518 0.101 -0.111
C -2.285 -1.952 -0.280 0.015
C 0.800 -0.701 2.053 -0.180
H 1.551 2.353 0.364 0.180
H 2.613 2.919 -1.708 0.139
H 3.243 1.250 -0.467 -0.005
H 1.024 0.727 -2.149 0.116
H 0.312 -1.215 -1.871 0.192
H -2.694 0.339 1.131 0.090
H -2.810 0.922 -0.979 0.147
H -0.949 1.571 0.289 0.182
H -3.261 -1.641 -0.032 0.051
H -2.113 -2.903 -0.700 0.054
H 0.645 -1.846 1.564 0.090
H 1.836 -0.752 2.537 0.066
H -0.340 -0.785 2.614 0.114
N 1.500 0.672 -1.210 -0.091
N -0.118 -0.755 -0.954 0.036
N 1.178 0.350 1.012 -0.055
```

**Relative energy (zero: lowest compared OMol25 entry of this formula, charge and spin)**: 1026.3 kJ/mol
**DFT total energy**: -400.30209 Eh
**HOMO-LUMO gap**: 9.07 eV
**Charge**: 0

# 2
Below is a gas-phase ion, C6H7O4S (charge -1), with properties calculated with ωB97M-V/def2-TZVPD.

Geometry as XYZ:
```
18
Properties=species:S:1:pos:R:3:lowdin_charge:R:1
C 0.860 2.450 0.453 -0.039
C 0.322 1.006 0.102 -0.192
C 0.718 0.346 -1.029 -0.441
O 1.643 0.641 -1.859 -0.065
C -0.276 -0.840 -1.517 -0.151
S -0.180 -2.104 -0.273 0.587
O 1.171 -2.462 0.035 -0.317
O -1.082 -3.147 -0.637 -0.349
C -0.919 -1.124 1.013 -0.164
C -0.533 0.422 1.095 -0.452
O -0.937 1.008 2.075 -0.003
H 1.878 2.539 0.820 0.057
H 0.193 2.971 1.197 0.079
H 1.007 2.898 -0.475 0.027
H -1.293 -0.570 -1.299 0.080
H 0.063 -1.225 -2.519 0.126
H -0.617 -1.530 1.983 0.104
H -2.019 -1.279 0.837 0.114
```

**SMILES string**: CC1=C([O-])CS(=O)(=O)CC1=O
**Relative energy (zero: lowest compared OMol25 entry of this formula, charge and spin)**: 28.0 kJ/mol
**DFT total energy**: -932.00779 Eh
**HOMO-LUMO gap**: 7.52 eV
**Charge**: -1

# 3
Below is 2 unconnected molecules or ions with the total composition C7H8O3, with properties calculated with ωB97M-V/def2-TZVPD.

Geometry as XYZ:
```
18
Properties=species:S:1:pos:R:3:lowdin_charge:R:1
C -1.894 1.208 2.424 0.139
C -1.142 1.413 1.499 -0.055
C -0.283 1.697 0.345 -0.278
O 0.799 0.749 0.290 0.042
C 1.993 1.368 -0.046 -0.439
O 2.913 0.740 -0.499 0.136
C 1.827 2.841 0.075 -0.108
C 1.374 3.306 1.444 -0.035
C 0.370 3.074 0.370 -0.171
H -2.648 1.054 3.176 0.037
H -0.872 1.581 -0.577 0.162
H 2.433 3.483 -0.561 0.156
H 1.608 4.342 1.688 0.115
H 1.432 2.606 2.280 0.115
H -0.178 3.903 -0.074 0.152
O 3.508 0.295 2.401 -0.059
H 2.552 0.127 2.614 0.060
H 3.779 0.977 3.021 0.031
```

**SMILES string**: C#C[C@@H]1OC(=O)[C@@H]2C[C@H]12.O
**Relative energy (zero: lowest compared OMol25 entry of this formula, charge and spin)**: 270.7 kJ/mol
**DFT total energy**: -497.16141 Eh
**HOMO-LUMO gap**: 10.98 eV
**Charge**: 0

What is the formula in the first record? C6H13N3

Which of these has the highest DFT total energy? C6H13N3

Which formula does entry 3 have? C7H8O3